Entry 1:
C19H15AuN3S2Se as an isolated structure. Source: the Open Molecules 2025 dataset; level of theory: wB97M-V/def2-TZVPD.

Values from the calculation:
LUMO   -5.5947 eV
HOMO-LUMO gap   5.716 eV
Total charge   +1
HOMO   -11.311 eV

Geometry (Å):
Au -0.10834 0.91573 0.05364
C -0.39833 4.25560 -0.09023
C 0.96507 3.81027 0.32638
N 1.34572 2.55440 0.41732
C 2.65878 2.43578 0.84477
C 3.26200 3.62794 1.06944
S 2.18669 4.91208 0.74792
C 3.25220 1.10690 1.02969
C 4.52615 0.84788 1.42545
S 4.75075 -0.83456 1.54569
C 3.12969 -1.09979 1.06677
N 2.46505 -0.00004 0.81941
C 2.57771 -2.48402 0.95953
H -0.99634 3.39911 -0.40109
H -0.34392 4.95328 -0.92517
H -0.91218 4.74917 0.73465
H 4.26793 3.81039 1.40863
H 5.31576 1.54533 1.65089
H 3.20753 -3.19765 1.48714
H 2.52265 -2.79181 -0.08579
H 1.57809 -2.52361 1.38971
Se -0.58458 0.07575 2.27408
C -2.29869 0.70609 2.51590
N -3.37305 1.08708 2.68625
C -1.59560 -4.09781 -1.97194
C -0.44002 -3.55208 -1.37490
C -0.44537 -2.27274 -0.89705
C -1.61200 -1.48374 -0.97145
C -1.68999 -0.14120 -0.50539
C -2.85833 0.57800 -0.53854
C -3.98126 0.04833 -1.20321
C -3.93764 -1.22622 -1.69133
C -2.77006 -2.02146 -1.58436
C -2.72956 -3.34644 -2.08104
H -1.57523 -5.11081 -2.35043
H 0.45893 -4.15177 -1.30710
H 0.44466 -1.84580 -0.45796
H -2.94727 1.53596 -0.03874
H -4.88483 0.63771 -1.27263
H -4.81874 -1.65949 -2.14870
H -3.61401 -3.75173 -2.55622



Entry 2:
A 3-piece molecular cluster, C3H12NO overall in a non-equilibrium geometry. Source: the Open Molecules 2025 dataset; level of theory: wB97M-V/def2-TZVPD.

Values from the calculation:
LUMO   -9.9544 eV
HOMO-LUMO gap   5.941 eV
Total charge   +1
HOMO   -15.895 eV

Geometry (Å):
C -1.19948 0.25499 -0.17492
C -0.04866 -0.35434 -0.96979
C 0.27235 -1.79890 -0.71749
N -1.16872 -0.28480 1.23581
H -2.21610 0.18835 -0.62315
H -0.97769 1.34730 -0.07741
H -0.20128 -0.35110 -2.06496
H 0.69821 0.35282 -0.76513
H 1.01737 -1.90692 0.04344
H 0.73531 -2.44669 -1.54550
H -0.60170 -2.34540 -0.25332
H -0.09612 -0.12780 1.39362
H -1.68386 0.43446 1.92552
H 1.33335 0.11789 1.62015
H 1.59114 3.16158 0.19056
H 1.38204 1.49219 0.68842
O 1.16382 2.26634 0.09417



Entry 3:
A 11-piece molecular cluster, C50H102BN3O19 overall in a non-equilibrium geometry. Source: the Open Molecules 2025 dataset; level of theory: wB97M-V/def2-TZVPD.

Values from the calculation:
LUMO   0.3863 eV
HOMO-LUMO gap   8.422 eV
HOMO   -8.036 eV

Geometry (Å):
C -2.71886 -3.91048 1.74182
O -2.00421 -3.83987 0.50271
B -0.79924 -4.53819 0.48282
O -0.79601 -5.85131 0.02529
C 0.55004 -3.77260 0.89136
C 1.81562 -4.52862 0.51362
C 3.04751 -3.60205 0.57926
C 3.57423 -3.11114 -0.77435
O 3.23177 -1.74701 -1.07932
C 3.62250 -0.74353 -0.28521
C 4.74818 -0.92834 0.70372
O 3.10003 0.32514 -0.42144
O 0.69005 -2.53452 0.16910
C 0.03187 -1.34111 0.57799
C -0.56031 -0.76516 -0.70608
O 0.40134 -1.00567 -1.72947
C 0.19446 -0.35382 -2.94078
O -0.77654 -1.01179 -3.75986
C -0.85374 -2.43163 -3.56801
C 0.45971 -3.21722 -3.79489
O 0.86181 -3.96654 -2.64698
C 1.06306 -0.41921 1.27175
N 1.47463 -1.07574 2.53215
N 0.58929 0.94355 1.49597
C 1.16286 1.92878 0.55527
C 2.26373 2.79148 1.20367
C 3.69333 2.25691 0.95877
C 4.69518 3.35913 0.59928
N 4.28036 4.01316 -0.65766
C 4.56995 3.18106 -1.85318
C 4.88296 5.29508 -0.80212
C 6.38481 5.43684 -0.65188
O 4.22727 6.25752 -1.05445
H -2.95566 -4.95783 1.99180
H -3.66639 -3.37718 1.61926
H -2.14804 -3.46634 2.57145
H -0.92792 -6.51575 0.71378
H 0.57549 -3.59961 1.98100
H 1.93845 -5.40791 1.15760
H 1.69514 -4.91715 -0.50994
H 3.86620 -4.15491 1.06506
H 2.82478 -2.75029 1.23434
H 3.12763 -3.68023 -1.59924
H 4.66382 -3.24222 -0.85124
H 4.42616 -0.57964 1.69128
H 5.56676 -0.26667 0.39354
H 5.13522 -1.94268 0.80444
H -0.78798 -1.54037 1.27631
H -0.77304 0.31130 -0.63737
H -1.50853 -1.29275 -0.90519
H 1.16734 -0.34933 -3.45264
H -0.13699 0.68792 -2.79650
H -1.62598 -2.77610 -4.27021
H -1.22462 -2.67245 -2.56111
H 0.32801 -3.94338 -4.60489
H 1.27235 -2.53020 -4.07781
H 0.79338 -3.36558 -1.88020
H 1.95834 -0.38559 0.63468
H 0.65322 -1.08076 3.13947
H 2.11358 -0.43087 2.99527
H -0.42398 0.98477 1.43810
H 1.58345 1.40177 -0.31746
H 0.36406 2.57076 0.16674
H 2.07182 2.77084 2.28663
H 2.17934 3.83017 0.86311
H 3.69386 1.51650 0.14452
H 4.05931 1.73402 1.85490
H 5.70856 2.93321 0.50988
H 4.68182 4.12016 1.39233
H 3.65463 3.03863 -2.43662
H 4.97076 2.20879 -1.54721
H 5.33196 3.66329 -2.48367
H 6.77275 5.83446 -1.59889
H 6.90509 4.49856 -0.43938
H 6.56609 6.15438 0.15598
C -7.22274 -4.45967 -0.44810
C -6.93600 -4.29856 1.02089
O -6.26599 -3.36274 1.40321
C -7.50566 -5.32184 1.96902
H -6.73187 -3.65969 -0.99266
H -6.84681 -5.41976 -0.80819
H -8.29379 -4.41097 -0.64840
H -7.13246 -6.31564 1.71610
H -8.59363 -5.34035 1.89499
H -7.22427 -5.08368 2.99079
C -8.41272 0.17627 -3.27919
C -8.04416 -0.95939 -2.36087
O -8.56664 -2.05027 -2.43274
C -6.96878 -0.65113 -1.34563
H -9.17906 -0.14263 -3.98264
H -8.77875 1.02443 -2.69861
H -7.52078 0.49675 -3.82133
H -7.28684 0.17772 -0.71095
H -6.05616 -0.34374 -1.85850
H -6.76840 -1.51913 -0.72206
C -3.55902 0.29170 -4.65783
C -4.03587 1.13897 -3.50328
O -5.15347 1.60901 -3.47922
C -3.05494 1.36412 -2.38095
H -4.34979 0.19950 -5.39936
H -2.68016 0.74755 -5.11666
H -3.27658 -0.70001 -4.29982
H -2.15729 1.85538 -2.75957
H -2.74979 0.41062 -1.94798
H -3.51059 1.98147 -1.61089
C -3.48508 4.26559 -2.36016
C -2.14058 3.81232 -1.83990
O -1.98573 2.69404 -1.39666
C -1.02065 4.81788 -1.90406
H -4.21113 3.46183 -2.26104
H -3.82772 5.13534 -1.79720
H -3.40059 4.55308 -3.40966
H -1.28055 5.70398 -1.32115
H -0.84507 5.11852 -2.93690
H -0.10386 4.38460 -1.51207
C 8.37235 -0.72291 4.68975
C 7.99787 -0.35369 3.27474
O 6.87031 -0.48961 2.86028
C 9.10085 0.19636 2.40311
H 7.49810 -1.10310 5.21273
H 9.15311 -1.48547 4.68316
H 8.75798 0.15271 5.21466
H 9.90738 -0.53370 2.31528
H 9.51158 1.10397 2.84859
H 8.70897 0.42525 1.41489
C 5.16680 8.68411 2.31408
C 6.04464 7.70490 3.05500
O 6.08033 6.53527 2.75016
C 6.87381 8.25445 4.19091
H 4.62685 8.16799 1.52251
H 4.45478 9.14256 3.00268
H 5.77679 9.47810 1.87928
H 6.22403 8.69854 4.94684
H 7.54456 9.03198 3.82138
H 7.45775 7.45420 4.63951
C 6.89003 4.95522 -5.11351
C 8.02512 4.21670 -4.44485
O 7.84791 3.16587 -3.87494
C 9.39065 4.85744 -4.51849
H 5.96699 4.39305 -4.99002
H 6.77086 5.94515 -4.66883
H 7.09946 5.08168 -6.17715
H 9.36577 5.84666 -4.05784
H 9.69510 4.97369 -5.56005
H 10.11367 4.23417 -3.99767
C -9.04833 -8.99079 5.62293
C -8.15392 -7.86277 5.17226
O -8.53158 -7.03256 4.37659
C -6.76672 -7.81473 5.76417
H -10.01401 -8.91101 5.12927
H -8.59340 -9.95175 5.37693
H -9.18864 -8.94669 6.70446
H -6.22533 -8.73151 5.52456
H -6.82618 -7.72743 6.85056
H -6.22629 -6.96019 5.36296
C 1.63676 4.29652 -6.24220
C 1.58567 3.40656 -5.02454
O 1.14487 3.79249 -3.96607
C 2.11169 2.00032 -5.16545
H 1.23159 5.27622 -5.99920
H 2.66834 4.40352 -6.58166
H 1.05746 3.85270 -7.05380
H 3.17032 2.00757 -5.43087
H 1.55778 1.46567 -5.93951
H 1.98330 1.49985 -4.20984
C -10.02187 -5.15139 6.76935
C -9.93903 -3.78954 7.41498
O -9.76460 -3.65789 8.60411
C -10.08047 -2.60034 6.49550
H -9.90661 -5.91843 7.53364
H -10.98680 -5.27683 6.27572
H -9.23443 -5.26262 6.02335
H -11.04670 -2.63210 5.98909
H -9.29901 -2.62159 5.73385
H -10.00219 -1.68104 7.07103



Entry 4:
One molecule with the formula CH4N6 in a non-equilibrium geometry. Source: the Open Molecules 2025 dataset; level of theory: wB97M-V/def2-TZVPD.

Values from the calculation:
LUMO (alpha / beta)   -1.1301 / -1.1289 eV
HOMO-LUMO gap (alpha / beta)   7.977 / 7.979 eV
HOMO (alpha / beta)   -9.107 / -9.108 eV

Geometry (Å):
C 0.43876 0.95222 -1.73887
N -0.35151 0.36556 2.22524
N 0.04647 0.66016 0.95139
N -0.69104 -0.84077 2.41009
N 0.13269 -0.27786 0.10032
N -0.81773 -1.64979 1.47178
N 0.38451 -0.35472 -1.11196
H 1.12067 1.60892 -1.35380
H 0.55922 0.73163 -2.78562
H -0.50259 1.32278 -1.70465
H -0.31945 -2.51813 1.53608



| no. | E (a.u.) |
| --- | --- |
| 1 | -4230.54194 |
| 2 | -250.94246 |
| 3 | -3584.85189 |
| 4 | -368.80386 |